Below is a cluster of 2 separate species, C8H7IN2O in total, with properties calculated with ωB97M-V with the def2-TZVPD basis set.

Last column: Löwdin charge in e.
CARTESIAN COORDINATES (ANGSTROEM)
1 I 0.795 3.978 -0.539  0.73
2 O 2.631 -0.590 1.769  0.08
3 N 4.012 2.041 -0.550  0.23
4 N 2.965 2.102 -1.011  -0.25
5 C 1.700 2.208 -1.241  -0.68
6 C 1.523 -0.191 1.605  -0.29
7 C -0.169 -2.361 -0.838  -0.08
8 C 0.503 -0.803 0.839  -0.26
9 C -1.409 -1.781 -0.949  -0.08
10 C 0.761 -1.933 0.123  -0.02
11 C -0.757 -0.202 0.774  -0.03
12 C -1.717 -0.686 -0.115  -0.07
13 H -2.686 -0.266 -0.122  0.09
14 H 1.113 0.709 2.108  0.12
15 H 1.166 1.915 -2.090  -0.01
16 H -2.168 -2.107 -1.664  0.11
17 H -0.823 0.798 1.375  0.14
18 H -0.008 -3.249 -1.457  0.11
19 H 1.761 -2.497 0.147  0.15

Atomic forces in eV per Å
0.1437 -0.1442 0.2099
1.4158 -0.2927 0.0821
-1.7549 0.0515 -1.2700
1.7296 -0.3428 1.3231
-0.2429 1.4152 0.9817
-0.3864 1.2891 1.5800
0.1295 -1.1507 0.2091
-1.5324 -0.5709 -0.8523
-0.6706 1.3344 0.6256
1.3215 -2.1711 -2.0964
0.2802 1.8199 0.2887
1.0011 -0.4959 0.4782
-0.8294 0.5092 -0.1913
0.5406 0.3772 0.2140
0.1082 -1.0626 -1.1800
0.3960 -0.0959 0.2043
-0.4842 -2.0164 -1.1471
0.4028 0.3294 0.2438
-1.5682 1.2172 0.2966

Summary:
max |F| = 3.3 eV/A
2S+1 = 1
energy = -791.3838 a.u.
relative energy (zero: lowest compared OMol25 entry of this formula, charge and spin) = 1.151 eV



Below is the ion C8H7N2O3S with charge -1, with properties calculated with ωB97M-V with the def2-TZVPD basis set.

Last column: Löwdin charge in e.
CARTESIAN COORDINATES (ANGSTROEM)
1 S -3.211 -0.850 0.095  0.65
2 O -3.039 -0.794 -1.367  -0.56
3 O -2.680 -2.129 0.739  -0.61
4 O -0.768 2.120 -0.695  -0.03
5 N 1.574 0.934 0.190  0.11
6 N -2.269 1.610 0.925  0.01
7 C -0.578 0.731 -0.753  -0.15
8 C -1.897 0.342 0.816  -0.30
9 C -1.807 2.464 0.108  -0.17
10 C 2.993 -0.929 0.338  -0.13
11 C 2.108 -1.739 -0.287  -0.09
12 C 0.855 -1.234 -0.552  0.01
13 C 2.733 0.413 0.541  -0.14
14 C 0.616 0.152 -0.333  -0.27
15 H -1.104 0.361 -1.615  0.11
16 H -1.328 -0.260 1.682  0.14
17 H 3.291 1.206 0.906  0.08
18 H 3.889 -1.257 0.640  0.05
19 H 0.114 -1.770 -0.946  0.07
20 H 2.529 -2.806 -0.411  0.13
21 H -2.022 3.433 -0.022  0.09

Atomic forces in eV per Å
0.0333 -1.3776 1.8100
0.3785 0.1140 -0.6710
-0.4027 1.1713 -0.8757
0.4466 -0.0613 -0.3203
-1.2451 0.5695 -0.3015
-1.0665 2.9859 0.4688
-4.0403 0.3166 1.6138
3.2566 -2.9068 -1.3507
1.5856 -4.4018 0.8039
-0.2159 2.6881 0.1515
-0.1644 -2.1985 0.1584
2.3529 2.2442 0.8466
-2.2692 -1.0150 -0.9482
3.0010 -1.0844 0.1668
-0.0823 -0.6224 -0.0931
-1.3367 1.6991 -1.7336
2.1592 0.5641 1.0697
3.2778 -1.4432 0.9128
-2.8778 -2.2611 -1.5527
-1.5399 1.5693 -0.1758
-1.2505 3.4498 0.0202

Summary:
max |F| = 4.7 eV/A
2S+1 = 1
SMILES = O=S(=O)=C/N=C\O/C=C1/C=CC=C[N-]1
energy = -1042.4047 a.u.
relative energy (zero: lowest compared OMol25 entry of this formula, charge and spin) = 0.000 eV
charge = -1



Below is an isolated molecule of C8H7N3O, with properties calculated with ωB97M-V with the def2-TZVPD basis set.

Last column: Löwdin charge in e.
CARTESIAN COORDINATES (ANGSTROEM)
1 O 2.681 -0.678 0.214  -0.01
2 N 0.956 -2.197 0.304  0.12
3 N -2.915 -0.489 0.027  -0.07
4 N -2.313 -1.434 -0.624  0.07
5 C -0.814 0.163 0.314  -0.19
6 C -0.084 -2.137 -0.490  -0.05
7 C -2.178 0.485 0.637  -0.04
8 C 2.333 0.195 -0.781  -0.09
9 C 0.211 1.071 0.318  -0.11
10 C 1.929 -1.557 0.790  -0.21
11 C -0.987 -1.081 -0.434  -0.23
12 C 1.267 1.103 -0.583  -0.12
13 H -3.886 -0.244 -0.150  0.16
14 H -0.429 -3.058 -0.865  0.11
15 H 2.431 -1.898 1.699  0.15
16 H -2.613 1.135 1.424  0.13
17 H 0.062 2.081 0.860  0.14
18 H 3.120 0.171 -1.631  0.14
19 H 1.519 1.992 -1.183  0.11

Atomic forces in eV per Å
1.4394 1.1633 -1.0639
0.4574 -0.8837 0.6372
-1.2694 2.0437 0.7931
0.6996 0.9923 -0.2463
-2.0382 -0.1393 -0.5661
0.1809 1.6803 0.6836
0.4233 -1.0590 0.4696
-1.2039 1.1216 -0.7431
0.0604 2.2471 1.6688
-0.5554 -1.3503 0.6030
0.4848 -0.7484 0.3028
4.3529 -1.4852 -1.8120
-0.0446 -0.9710 0.1954
-0.3204 -0.9685 -0.7014
-0.3969 -0.0543 -0.0722
0.3083 -0.3193 -1.1342
-0.2403 -1.7180 -0.9998
-1.5939 0.5144 1.7150
-0.7441 -0.0655 0.2705

Summary:
max |F| = 4.9 eV/A
2S+1 = 1
energy = -548.3737 a.u.
relative energy (zero: lowest compared OMol25 entry of this formula, charge and spin) = 6.102 eV



Below is an isolated molecule of C8H7NO2, with properties calculated with ωB97M-V with the def2-TZVPD basis set.

Last column: Löwdin charge in e.
CARTESIAN COORDINATES (ANGSTROEM)
1 O -3.526 -0.655 1.127  0.06
2 O 3.292 1.301 -0.764  -0.05
3 N -1.736 -0.912 -0.233  0.09
4 C -1.053 0.271 1.683  0.00
5 C -2.368 -0.446 0.906  -0.45
6 C 1.930 -0.517 -1.393  0.04
7 C 2.119 0.621 -0.551  -0.36
8 C 0.017 0.340 0.529  -0.18
9 C 0.461 -0.877 -1.495  0.02
10 C -0.375 -0.518 -0.460  -0.26
11 C 1.231 1.080 0.486  0.03
12 H 0.157 -1.544 -2.284  0.10
13 H 1.442 1.741 1.322  0.11
14 H -1.577 1.306 2.135  0.16
15 H -0.852 -0.350 2.652  0.13
16 H 2.535 -0.773 -2.259  0.10
17 H 3.069 2.280 -0.122  0.24
18 H -2.517 -1.173 -0.949  0.20

Atomic forces in eV per Å
-0.0961 0.6140 0.7937
-1.3131 4.8102 3.4590
-2.6766 -0.7507 -1.9102
-3.3836 1.5478 1.3455
3.8762 0.0380 -0.2797
-5.1453 1.7894 0.1753
0.7659 -0.4130 -0.0715
0.3616 1.5088 3.1501
3.4515 -0.2277 0.9210
-1.3298 -0.4146 -1.1277
-1.4670 -3.2229 -1.1501
-0.1303 -0.1369 -0.0540
0.4444 0.1198 -0.4845
1.9092 -2.4036 -1.3919
0.1538 0.9819 -2.0418
0.2979 0.2277 0.5509
1.6330 -4.3997 -3.0773
2.6484 0.3314 1.1933

Summary:
max |F| = 6.1 eV/A
2S+1 = 1
SMILES = O=C1Cc2cc(O)ccc2N1
energy = -514.1987 a.u.
relative energy (zero: lowest compared OMol25 entry of this formula, charge and spin) = 2.800 eV



Below is an isolated molecule of C8H7NOS, with properties calculated with ωB97M-V with the def2-TZVPD basis set.

Last column: Löwdin charge in e.
CARTESIAN COORDINATES (ANGSTROEM)
1 S -0.942 2.721 0.044  0.86
2 O 2.017 0.789 -2.056  0.03
3 N 1.228 0.954 -1.136  -0.09
4 C -0.015 2.769 -1.318  -0.35
5 C 1.468 -1.147 -0.104  0.00
6 C 1.082 -2.084 0.828  -0.07
7 C -1.009 -0.939 1.084  -0.04
8 C -0.155 -1.973 1.441  -0.07
9 C -0.652 0.016 0.148  -0.23
10 C -1.645 1.052 -0.276  -0.41
11 C 0.630 -0.066 -0.440  -0.21
12 H -1.988 -0.880 1.537  0.11
13 H -0.464 -2.691 2.184  0.11
14 H -1.830 1.008 -1.350  0.09
15 H 1.743 -2.900 1.073  0.11
16 H 2.437 -1.192 -0.578  0.11
17 H 0.671 3.610 -1.359  -0.03
18 H -2.575 0.954 0.279  0.07

Atomic forces in eV per Å
-0.1436 -0.4955 0.1292
-1.0458 -0.7992 1.2440
1.0851 3.0754 -1.7216
0.0445 -0.8486 -0.5742
-0.1088 0.3626 -0.2820
-0.0617 -0.0866 0.0413
0.0664 -0.2306 0.0558
-0.0287 0.1042 -0.0920
0.2336 0.3907 -0.3169
-0.1285 0.6261 0.1833
-0.0696 -2.2046 0.8647
-0.0988 0.0262 0.0223
-0.0360 -0.0785 0.0726
-0.0351 0.0888 0.0291
0.0688 -0.0628 0.0454
0.0666 0.0108 0.0162
0.2351 0.2123 0.2720
-0.0434 -0.0907 0.0106

Summary:
max |F| = 3.7 eV/A
2S+1 = 1
energy = -837.0330 a.u.
relative energy (zero: lowest compared OMol25 entry of this formula, charge and spin) = 5.450 eV



Below is an isolated molecule of C8H7NOS, with properties calculated with ωB97M-V with the def2-TZVPD basis set.

Last column: Löwdin charge in e.
CARTESIAN COORDINATES (ANGSTROEM)
1 S -1.216 -1.575 0.003  1.10
2 O -0.401 -0.781 -3.747  -0.04
3 N -0.088 0.341 -1.165  0.12
4 C 0.281 0.462 0.206  -0.25
5 C -0.240 -0.570 0.936  -0.49
6 C 0.064 -0.604 2.356  -0.06
7 C 0.889 0.367 2.879  -0.06
8 C 1.469 1.397 2.008  -0.07
9 C 1.177 1.430 0.700  -0.02
10 C -1.416 -0.958 -2.708  -0.19
11 C -0.880 -0.531 -1.371  -0.61
12 H 1.159 0.349 4.079  0.16
13 H -1.946 -1.916 -2.822  0.12
14 H -0.479 -1.238 2.761  0.01
15 H -0.006 0.012 -3.678  0.00
16 H -2.126 -0.215 -3.050  0.11
17 H 2.104 2.046 2.563  0.09
18 H 1.655 1.984 0.049  0.07

Atomic forces in eV per Å
-0.9399 -0.8101 -0.0484
-2.4839 -5.8387 0.0840
4.1482 5.7902 1.3334
0.2346 -0.2891 -2.2217
1.1343 1.2036 2.8507
3.7392 5.8416 -5.5404
0.6344 0.2925 1.7401
-0.7960 -2.0194 3.0967
-2.3842 -3.2559 1.8995
0.6054 2.0066 -2.0896
-3.6704 -5.9159 -1.0026
-0.7884 0.1696 -3.4280
0.9093 0.1070 0.3957
-4.1637 -5.9004 4.9899
1.9854 4.4776 0.8190
-0.8688 0.1948 0.6020
0.6118 0.7236 -0.3519
2.0930 3.2223 -3.1284

Summary:
max |F| = 8.9 eV/A
2S+1 = 1
SMILES = OCc1nc2ccccc2s1
energy = -837.1556 a.u.
relative energy (zero: lowest compared OMol25 entry of this formula, charge and spin) = 2.114 eV



Below is a structure of composition C8H7O3S, with properties calculated with ωB97M-V with the def2-TZVPD basis set.

Last column: Löwdin charge in e.
CARTESIAN COORDINATES (ANGSTROEM)
1 S -2.415 -0.917 -0.754  0.98
2 O 1.072 -0.709 1.323  -0.07
3 O 2.042 1.220 -1.589  -0.04
4 O 1.380 2.013 0.408  -0.03
5 C -2.797 1.335 0.415  -0.20
6 C 1.749 -0.322 0.143  -0.19
7 C -3.409 0.461 -0.426  -0.45
8 C -1.144 -0.294 0.282  -0.50
9 C 1.703 1.140 -0.402  -0.72
10 C 2.741 -1.309 -0.397  -0.04
11 C 0.023 -1.076 0.451  -0.19
12 C -1.515 0.913 0.823  -0.12
13 H 2.304 -1.956 -1.157  0.07
14 H -3.263 2.257 0.726  0.09
15 H -0.851 1.482 1.447  0.10
16 H 3.555 -0.759 -0.864  0.08
17 H 0.075 -2.079 0.044  0.11
18 H 3.123 -1.930 0.418  0.08
19 H -4.374 0.529 -0.891  0.04

Atomic forces in eV per Å
0.1461 0.5075 0.4201
0.2433 0.2593 0.5880
0.2421 -0.0863 -0.5999
-0.3370 0.3877 0.5244
-0.3761 -0.1344 -0.2481
-3.5206 -1.2197 -0.0792
0.0905 -0.3167 -0.1493
-0.8931 0.2663 0.0276
0.0669 -0.7572 0.5033
0.0495 0.1015 0.2173
3.8065 1.0796 -1.4468
0.4380 -0.2283 0.0384
0.0394 -0.0187 -0.0374
0.0157 0.1223 0.0522
0.1925 0.0576 0.0759
0.0214 -0.0091 -0.0592
-0.0552 -0.0860 0.2179
-0.0114 -0.0127 -0.0082
-0.1587 0.0873 -0.0370

Summary:
max |F| = 4.2 eV/A
2S+1 = 1
energy = -932.9354 a.u.
relative energy (zero: lowest compared OMol25 entry of this formula, charge and spin) = 1.659 eV
charge = -1



Below is a cluster of 2 separate species, C8H8 in total, with properties calculated with ωB97M-V with the def2-TZVPD basis set.

Last column: Löwdin charge in e.
CARTESIAN COORDINATES (ANGSTROEM)
1 C -2.600 0.351 0.849  -0.06
2 C 1.142 0.131 -1.753  -0.13
3 C -3.505 0.303 1.570  0.00
4 C 1.780 -1.016 0.292  -0.13
5 C 0.131 0.765 0.277  -0.15
6 C 1.030 -0.114 0.911  -0.12
7 C 1.948 -0.817 -1.089  -0.09
8 C 0.252 0.902 -1.089  -0.15
9 H -0.687 1.445 -1.542  0.15
10 H -4.366 0.259 2.301  0.06
11 H -1.834 0.120 0.059  0.05
12 H 1.117 -0.257 2.039  0.13
13 H -0.706 1.119 0.911  0.06
14 H 2.612 -1.640 -1.582  0.13
15 H 1.277 0.208 -2.933  0.14
16 H 2.407 -1.762 0.780  0.11

Atomic forces in eV per Å
4.0997 -1.2247 -4.9438
2.7093 -1.5520 -3.9788
-5.5005 -0.0678 4.7727
2.4504 -0.3335 -2.8647
1.2425 -0.5676 1.6798
-1.6288 0.6263 4.2401
0.1243 -2.0365 -0.6817
-4.3414 1.5010 0.5658
2.4578 -0.7408 0.1553
1.7033 0.1928 -1.4140
-1.8102 0.4917 1.4335
-0.9426 0.7583 -1.3326
1.5509 0.6942 -0.7531
-1.2524 2.1147 0.2674
-0.4777 -0.0978 2.7225
-0.3845 0.2417 0.1314

Summary:
max |F| = 7.3 eV/A
2S+1 = 1
SMILES = c1ccccc1.C#C
energy = -309.4804 a.u.
relative energy (zero: lowest compared OMol25 entry of this formula, charge and spin) = 3.629 eV



Below is a structure of composition C8H8Br2ClIrO4Se, with properties calculated with ωB97M-V with the def2-TZVPD basis set.

Last column: Mulliken spin population.
CARTESIAN COORDINATES (ANGSTROEM)
1 Ir 1.503 0.492 -0.708  0.81
2 Br 1.659 3.213 -0.766  0.03
3 Br 3.775 0.121 -0.707  0.18
4 Se -0.785 1.216 -2.172  0.00
5 Cl -3.972 -1.137 2.896  -0.01
6 O -2.035 0.333 -2.421  0.00
7 O -0.893 2.749 -2.373  0.00
8 O -0.327 0.964 -0.505  0.14
9 O 0.587 0.556 -2.789  -0.02
10 C -0.172 -1.380 1.850  -0.03
11 C 0.967 -1.628 -0.337  0.00
12 C -1.307 -1.248 2.600  0.01
13 C -2.663 -1.575 0.592  0.01
14 C -1.524 -1.702 -0.160  -0.04
15 C 3.359 3.826 -0.437  -0.05
16 C -2.572 -1.334 1.977  -0.04
17 C -0.241 -1.579 0.441  0.01
18 H 0.846 -2.013 -1.349  0.00
19 H 3.607 4.151 0.557  0.00
20 H 0.800 -1.320 2.319  0.00
21 H -3.632 -1.643 0.124  0.00
22 H -1.600 -1.881 -1.222  0.00
23 H -1.245 -1.070 3.661  0.00
24 H 4.039 3.923 -1.263  0.00
25 H 1.828 -2.035 0.194  0.00

Atomic forces in eV per Å
-1.0272 -1.5258 -2.5810
2.2556 1.5958 0.2769
1.2509 -0.0681 0.2676
-1.4701 -0.5609 0.6461
-0.3433 0.0232 0.2135
-1.7463 -1.3628 -0.5107
0.3202 2.7837 -0.2493
-0.4075 0.6707 0.7430
3.0500 -0.7257 1.8082
0.0911 -0.0135 -0.6547
-0.8095 -0.5492 0.2489
-0.5158 0.0111 -0.0379
-0.0570 0.0204 0.3882
0.4695 0.0956 0.1795
-2.4331 -0.5436 -0.4621
1.0217 -0.0410 -0.6089
-0.0465 -0.2741 0.2923
0.1441 0.2040 -0.0393
0.0242 -0.0294 0.3253
0.0873 0.0088 0.1014
-0.1071 -0.0342 0.0010
-0.0129 0.0552 -0.0638
-0.0613 -0.0254 0.1212
0.1819 -0.1524 -0.2924
0.1410 0.4375 -0.1127

Summary:
max |F| = 3.6 eV/A
2S+1 = 2
<S²> = 0.818
energy = -8724.0044 a.u.
relative energy (zero: lowest compared OMol25 entry of this formula, charge and spin) = 3.503 eV
charge = +1



Below is a structure of composition C8H8Cl9N, with properties calculated with ωB97M-V with the def2-TZVPD basis set.

Last column: Löwdin charge in e.
CARTESIAN COORDINATES (ANGSTROEM)
1 Cl -0.587 -8.793 -9.604  0.65
2 Cl -5.606 -7.117 -8.278  0.65
3 Cl -1.226 -9.108 -6.743  0.56
4 Cl 1.312 -6.044 -9.495  0.46
5 Cl 2.176 -8.871 -10.078  0.45
6 Cl 2.771 -6.691 -11.905  0.50
7 Cl -3.592 -9.150 -7.874  0.56
8 Cl -6.293 -9.941 -8.518  0.53
9 Cl 1.044 -7.541 -7.486  0.50
10 N -1.237 -6.305 -10.803  -0.02
11 C 1.508 -7.331 -10.803  -1.37
12 C -0.553 -8.069 -7.933  -1.44
13 C -5.338 -8.739 -7.613  -1.33
14 C -2.696 -8.112 -11.555  -0.08
15 C -1.612 -7.244 -11.689  -0.23
16 C -1.928 -6.233 -9.639  -0.21
17 C -3.011 -7.072 -9.388  -0.29
18 C -3.433 -7.972 -10.382  -0.18
19 H -1.184 -7.181 -7.972  -0.02
20 H -1.643 -5.483 -8.917  0.11
21 H -4.333 -8.544 -10.215  0.05
22 H -1.020 -7.383 -12.582  0.11
23 H 0.555 -7.495 -11.306  -0.06
24 H -2.895 -8.863 -12.304  0.11
25 H -5.542 -8.835 -6.547  0.03
26 H -3.622 -7.002 -8.500  -0.05

Atomic forces in eV per Å
-0.7776 -1.0698 2.5192
-2.0061 -0.2566 1.0447
1.4292 -0.9394 1.1906
0.6211 0.8141 -3.6291
0.6019 0.9213 -0.9774
-0.6969 -0.3465 0.0115
-2.5936 -1.4496 1.5836
-0.1650 0.2880 0.3651
-0.0234 -1.9826 3.0912
-1.1469 -0.1325 -0.1636
1.9425 0.7972 1.0042
0.3952 0.3920 -0.7078
0.8829 -0.7075 -1.2216
-0.0966 0.8643 0.9841
-0.5415 0.2982 0.2148
-0.8357 -0.4358 -1.9491
0.0464 1.0402 -1.6716
0.2068 0.6054 -0.5658
0.3650 -0.4760 -0.0521
0.2547 0.2094 -0.0607
0.0791 -0.1121 -0.1850
0.3288 0.4485 -0.2162
0.6949 0.1425 0.2495
-0.1826 0.0816 -0.0453
-0.0900 0.3555 -0.3285
1.3072 0.6501 -0.4845

Summary:
max |F| = 3.8 eV/A
2S+1 = 1
energy = -4505.9282 a.u.
relative energy (zero: lowest compared OMol25 entry of this formula, charge and spin) = 4.867 eV